{
  "formula": "C47H50AsIrN5O3PS2",
  "method": "ωB97M-V/def2-TZVPD",
  "elements": ["Ir", "O", "C", "C", "C", "C", "C", "C", "C", "N", "C", "C", "N", "C", "C", "C", "C", "C", "C", "C", "O", "H", "H", "H", "H", "H", "H", "H", "H", "H", "H", "H", "H", "H", "H", "C", "C", "As", "C", "C", "C", "C", "C", "C", "C", "C", "C", "C", "C", "C", "P", "C", "C", "C", "C", "C", "C", "C", "C", "C", "C", "C", "C", "H", "H", "H", "H", "H", "H", "H", "H", "H", "H", "H", "H", "H", "H", "H", "H", "H", "H", "H", "H", "H", "H", "H", "H", "O", "S", "N", "C", "C", "N", "C", "S", "N", "C", "C", "H", "H", "H", "H", "H", "H", "H", "H", "H", "H", "H", "H"],
  "xyz": [[0.378170, 0.142841, -0.449136], [0.282375, 1.941990, -1.435711], [0.458642, 3.122812, -0.882637], [0.457169, 4.248657, -1.728008], [0.612102, 5.521139, -1.232077], [0.785758, 5.744808, 0.141378], [0.791955, 4.665536, 0.982005], [0.622133, 3.348709, 0.504516], [0.531865, 2.316999, 1.506331], [0.388809, 1.063045, 1.308310], [0.110153, 0.155583, 2.442697], [0.444396, -1.279793, 2.069586], [0.264186, -1.438595, 0.639072], [0.296133, -2.765750, 0.063782], [-1.064370, -3.010771, -0.486401], [-1.829068, -4.096768, -0.052229], [-3.111573, -4.276967, -0.511644], [-3.647662, -3.341661, -1.406043], [-2.923322, -2.235825, -1.790466], [-1.630534, -2.012067, -1.298834], [-0.999957, -0.880542, -1.634594], [0.309586, 4.079434, -2.788228], [0.591537, 6.363196, -1.914165], [0.894686, 6.749487, 0.526817], [0.914581, 4.813318, 2.050709], [0.543180, 2.654007, 2.541025], [-0.958323, 0.216000, 2.651314], [0.653904, 0.472848, 3.332071], [-0.220248, -1.952971, 2.614240], [1.464714, -1.549578, 2.343741], [0.536764, -3.501330, 0.832266], [-1.381364, -4.827193, 0.615426], [-3.695529, -5.130875, -0.193224], [-4.651721, -3.483800, -1.786916], [-3.342131, -1.485566, -2.451384], [3.781956, 0.962781, -1.252214], [5.272823, 0.953481, -0.912125], [6.381652, 2.313278, -1.843121], [8.030104, 1.660846, -1.023923], [9.091248, 1.348736, -1.868776], [10.255838, 0.776625, -1.365799], [10.365663, 0.506989, -0.010842], [9.316979, 0.827499, 0.846279], [8.158935, 1.403099, 0.343206], [5.986539, 3.831420, -0.674834], [6.940488, 4.390710, 0.175310], [6.641172, 5.512776, 0.939629], [5.388263, 6.101975, 0.852235], [4.442138, 5.575475, -0.018193], [4.741455, 4.453879, -0.781921], [2.758557, -0.025662, -0.089027], [3.286424, 0.634428, 1.524647], [3.528117, -0.163887, 2.641978], [3.918608, 0.412824, 3.845552], [4.080823, 1.788730, 3.941140], [3.825030, 2.593661, 2.836896], [3.414056, 2.021181, 1.643112], [3.409098, -1.743966, -0.104785], [2.682213, -2.893329, -0.477076], [3.283531, -4.159199, -0.402372], [4.594532, -4.269696, 0.053106], [5.297766, -3.146948, 0.433810], [4.718111, -1.889389, 0.356887], [3.610127, 0.566787, -2.247152], [3.338356, 1.962057, -1.226575], [5.707801, 0.002077, -1.212276], [5.450757, 1.092382, 0.152262], [9.007428, 1.552394, -2.929739], [11.073099, 0.538067, -2.034942], [11.265586, 0.049646, 0.381185], [9.402057, 0.626808, 1.907357], [7.359931, 1.664764, 1.028302], [7.928255, 3.956277, 0.241310], [7.394852, 5.931426, 1.595669], [5.157203, 6.981470, 1.441335], [3.475220, 6.045769, -0.116545], [4.000681, 4.082318, -1.484095], [3.447739, -1.240831, 2.572877], [4.107843, -0.219633, 4.704612], [4.408152, 2.232674, 4.873374], [3.957228, 3.668437, 2.895933], [3.210021, 2.668539, 0.798491], [1.223026, -2.060586, -1.654947], [1.851981, -5.116903, -1.284125], [5.037284, -5.256766, 0.086618], [6.311168, -3.245467, 0.801853], [5.282091, -1.030313, 0.684811], [2.659091, -5.290155, -0.747712], [0.538582, -4.193186, -2.656130], [1.347450, -2.811055, -0.963720], [2.428838, -1.619957, -6.300124], [1.028231, -1.884626, -5.770363], [0.308461, -0.661733, -5.394027], [0.460099, 0.011504, -4.255365], [1.642699, -0.458900, -3.089201], [-0.300843, 1.078225, -4.035373], [-1.273537, 1.630695, -4.968969], [-0.628912, 2.458339, -6.077517], [2.897512, -2.567324, -6.573712], [3.045031, -1.141661, -5.539406], [2.403191, -0.980445, -7.185529], [1.062572, -2.540106, -4.903015], [0.427956, -2.371504, -6.537824], [-0.366862, -0.315364, -6.054051], [-0.155083, 1.534742, -3.139178], [-1.949212, 2.252662, -4.385748], [-1.873297, 0.820176, -5.391532], [-0.081728, 3.301042, -5.652890], [-1.392765, 2.849702, -6.751138], [0.074536, 1.865295, -6.664144]],
  "atomic_forces_ev_per_a": [[1.9023, -0.8379, 0.1469], [-0.1308, 0.0154, -0.0934], [-0.0825, -0.1902, -0.0115], [-0.0113, 0.0528, -0.0999], [0.0026, 0.0096, 0.0284], [-0.0235, 0.0651, -0.1066], [-0.0123, -0.0526, 0.1100], [0.0638, -0.0889, 0.1397], [-0.2487, 0.3291, -0.0047], [-0.3967, -0.2988, 0.1095], [-0.0993, 0.1057, -0.0109], [-0.2433, 0.0058, -0.0377], [0.5479, -0.0873, 0.1951], [-0.2930, -0.0941, 0.0900], [-0.4090, 0.4429, 0.4340], [0.2180, -0.0554, -0.0743], [-0.1442, 0.0573, -0.1275], [0.0213, -0.1498, 0.0526], [-0.0656, 0.1980, -0.0770], [-0.0046, 0.1945, 0.0088], [-0.4260, 0.3460, 0.0782], [0.0416, 0.0119, 0.0275], [0.0094, -0.0377, 0.0183], [0.0141, -0.0288, -0.0085], [-0.0221, -0.0149, -0.0397], [-0.0247, -0.0074, 0.0387], [-0.0461, 0.0688, -0.0209], [0.0694, 0.0552, -0.0136], [-0.0268, -0.1085, -0.0367], [0.0764, -0.0312, -0.0395], [0.0713, -0.0640, -0.0026], [-0.0057, 0.0591, -0.0320], [0.0307, 0.0346, -0.0335], [0.0247, 0.0270, 0.0045], [-0.0178, -0.0581, 0.0299], [0.2480, 0.0246, 0.2066], [-0.2062, 0.0799, -0.0301], [-0.0185, -0.0017, -0.0244], [0.0799, -0.0606, -0.0024], [-0.0011, 0.0117, 0.0467], [-0.0255, 0.0075, 0.0094], [-0.0499, 0.0200, 0.0121], [-0.0165, 0.0078, -0.0676], [0.0636, -0.0668, -0.0428], [0.0785, 0.1368, 0.0302], [-0.1176, 0.0129, 0.0256], [-0.0138, -0.0334, -0.0291], [-0.0100, -0.0166, -0.0094], [0.0470, -0.0719, 0.0152], [0.0332, 0.0063, 0.0621], [-0.5371, 0.4140, -0.1550], [-0.1088, 0.0087, 0.1493], [0.0939, 0.1332, 0.0035], [-0.0235, -0.0134, -0.0327], [-0.0463, -0.0271, 0.0031], [0.0002, 0.0072, 0.0079], [0.1888, -0.0506, -0.0188], [-0.2821, 0.0416, 0.0743], [0.4334, 0.1087, -0.1632], [-0.1476, -0.1102, -0.1258], [0.1055, 0.0425, 0.0629], [0.0316, -0.1038, -0.0045], [-0.1108, -0.0016, 0.0226], [-0.0108, 0.0838, -0.0607], [0.0046, 0.0011, -0.0453], [0.0412, -0.0259, -0.0026], [-0.0022, -0.0211, 0.0259], [0.0102, -0.0217, -0.0089], [-0.0270, 0.0080, 0.0113], [-0.0172, 0.0298, -0.0081], [0.0102, 0.0179, -0.0180], [-0.0096, -0.0207, -0.0063], [0.0145, 0.0072, 0.0107], [-0.0172, -0.0095, -0.0248], [0.0057, -0.0250, -0.0271], [-0.0645, 0.0242, -0.0089], [0.0031, 0.0288, -0.0122], [0.0846, 0.0124, 0.0081], [0.0167, 0.0295, -0.0413], [-0.0152, -0.0184, -0.0355], [-0.0127, -0.0488, -0.0163], [0.1175, -0.0147, 0.0298], [-0.0058, 0.1284, -0.0047], [-0.0512, 0.0047, -0.2288], [-0.0199, 0.0263, 0.0170], [-0.0110, 0.0133, -0.0413], [-0.0108, -0.0343, 0.0244], [0.1271, 0.0574, 0.3187], [1.0071, 0.8285, 1.3172], [-1.1901, -1.2590, -1.6553], [-0.0065, 0.0386, -0.0518], [0.1195, 0.0701, 0.0329], [0.1655, -0.1787, -0.0282], [-0.2269, -0.1084, 0.1072], [-0.0609, -0.0200, -0.3708], [0.0825, 0.0182, -0.1028], [0.1718, -0.0539, -0.0082], [-0.0190, 0.0118, 0.0261], [-0.0176, 0.0539, 0.0005], [-0.0121, -0.0053, -0.0190], [0.0107, -0.0347, 0.0340], [-0.0237, -0.0165, 0.0596], [-0.0772, -0.0041, 0.0415], [0.0083, 0.0356, -0.0221], [-0.0058, 0.0439, 0.0337], [-0.0607, -0.0376, 0.0278], [-0.0955, 0.0127, 0.0615], [-0.0042, -0.0231, -0.0250], [0.0303, -0.0196, 0.0187], [-0.0036, 0.0363, -0.0001]],
  "orbital_gap_ha": [0.2396, 0.2101],
  "fmax_ev_per_a": 2.4,
  "e_homo_ev": [-9.865, -9.982],
  "spin_multiplicity": 2,
  "e_above_lowest_kcal_mol": 95.11,
  "e_lumo_ev": [-3.3, -4.3],
  "total_charge": 1
}